## i
The following is a quantum chemistry calculation of the molecule C5H10FNO, from OMol25.

```
18
Properties=species:S:1:pos:R:3:lowdin_charge:R:1
H -1.50 1.34 0.32 0.077
C -0.75 1.13 -0.47 -0.033
F 4.02 0.77 0.22 0.187
O 3.20 -1.22 -0.28 0.149
C 3.11 -0.08 -0.02 -0.425
H -0.31 2.01 -0.70 0.025
C 0.53 -1.03 -1.01 -0.097
H 1.69 1.44 0.80 0.095
N 1.59 0.86 -0.04 0.087
H -0.95 -1.18 1.16 0.082
H 1.10 -1.96 -0.54 0.109
C -0.15 -0.45 1.34 -0.050
H -0.48 -1.40 -1.44 0.101
H 1.20 -0.59 -1.92 0.130
H -0.67 0.48 1.87 0.117
H -1.29 0.75 -1.36 0.083
H 0.52 -1.04 1.87 0.039
C 0.35 0.08 -0.03 -0.676
```

The molar mass comes out at 119.14 g/mol. As for the HOMO energy: -0.3532 Eh. The spin multiplicity is 1. Its orbital gap is 10.34 eV. Its SMILES is CC(C)(C)NC(=O)F.

***

## ii
The following is a quantum chemistry calculation of the molecule C5H10FNO, from OMol25.

```
18
Properties=species:S:1:pos:R:3:lowdin_charge:R:1
H 1.86 1.29 -0.46 0.134
H -2.19 -0.73 0.94 0.161
C -0.61 0.86 0.67 -0.299
H -1.14 1.45 -1.05 0.073
N -1.43 -0.69 -1.02 0.053
C 0.04 -1.16 1.09 -0.086
F 1.23 -0.56 -1.19 -0.066
C -1.22 -0.48 0.38 -0.309
C 0.77 0.16 1.01 -0.235
H 2.69 -0.18 0.19 0.125
H 0.46 -1.98 0.53 0.106
H -0.15 -1.53 2.08 0.102
H -1.05 1.39 1.51 0.143
C 1.73 0.23 -0.14 -0.148
H -0.57 -0.94 -1.51 0.071
H -2.12 -1.38 -1.22 0.067
O -0.54 1.79 -0.39 -0.025
H 1.26 0.45 1.93 0.137
```

The molar mass comes out at 119.14 g/mol. As for the HOMO energy: -0.3405 Eh. The spin multiplicity is 1. Its orbital gap is 10.26 eV. Its SMILES is N[C@H]1C[C@@H](CF)[C@H]1O.

***

Which of them is most stable? Easy: ii.

***

## i
The following is a quantum chemistry calculation of a cluster of 2 separate species, C4H13N2O2 in total, from OMol25.

```
21
Properties=species:S:1:pos:R:3:lowdin_charge:R:1
H -0.48 -0.95 -0.28 0.103
H 2.71 -1.03 2.44 0.088
H -1.06 2.76 -2.24 0.120
C 2.13 -1.42 -0.31 -0.031
N -1.62 2.53 -1.43 0.191
C 1.73 -1.42 2.21 -0.046
O -0.84 0.38 -1.59 0.071
H 1.71 -1.09 -1.27 0.087
H 1.05 -1.05 3.04 0.114
H -0.20 -2.35 0.63 0.178
H 3.15 -1.04 -0.20 0.102
H -0.97 0.69 -2.49 0.122
H -1.83 3.29 -0.82 0.116
C -1.34 1.36 -0.76 -0.582
O -1.53 1.16 0.43 0.081
H -0.76 -0.95 1.34 0.151
N -0.15 -1.32 0.61 0.203
H 1.77 -2.51 2.26 0.093
H 1.26 0.20 0.87 0.149
H 2.16 -2.49 -0.27 0.084
C 1.29 -0.90 0.86 -0.394
```

The molar mass comes out at 121.16 g/mol. As for the HOMO energy: -0.5393 Eh. The spin multiplicity is 1. Its orbital gap is 11.77 eV. As for the net charge: +1.

***

## ii
The following is a quantum chemistry calculation of a cluster of 2 separate species, C4H13N2O2 in total, from OMol25.

```
21
Properties=species:S:1:pos:R:3:lowdin_charge:R:1
O -1.72 -0.52 3.56 -0.055
H -1.34 -0.70 -0.29 0.124
H -2.67 -0.71 3.61 0.056
H -1.15 -0.45 -1.91 0.125
H -1.71 2.16 -0.43 0.079
H 0.15 -0.40 1.78 0.102
O 2.22 -0.93 -0.55 0.065
H 0.76 1.54 -2.53 0.177
N 1.07 0.68 -2.09 0.232
C 1.23 -0.45 0.01 -0.488
H -3.05 1.16 -0.74 0.088
H -1.27 -1.03 4.23 0.027
H 0.96 -0.19 -2.60 0.174
N 0.82 -0.88 1.20 0.216
H 2.09 0.70 -2.02 0.163
C -1.07 0.11 -0.97 -0.181
H 1.35 -1.60 1.66 0.135
H -2.22 1.68 -2.05 0.082
C 0.36 0.54 -0.75 -0.203
C -2.01 1.32 -1.04 -0.082
H 0.42 1.52 -0.29 0.163
```

The molar mass comes out at 121.16 g/mol. As for the HOMO energy: -0.5279 Eh. The spin multiplicity is 1. Its orbital gap is 11.15 eV. As for the net charge: +1.

***

Which of them is most stable? Easy: i.

***

## i
The following is a quantum chemistry calculation of a cluster of 2 separate species, C6H11P in total, from OMol25.

```
18
Properties=species:S:1:pos:R:3:lowdin_charge:R:1
H -1.57 0.01 -1.17 0.137
C -1.41 -0.07 -0.04 -0.266
H 0.40 2.58 1.41 0.078
H 0.74 3.56 -0.11 0.012
C 1.68 -1.13 -0.41 -0.441
C 0.53 2.65 0.29 0.025
H -2.77 -1.90 -0.40 0.115
H 4.06 -1.66 -0.55 -0.171
C -1.88 -1.52 0.30 -0.113
H -0.99 -2.04 0.14 0.011
P 3.20 -0.70 0.02 0.695
C 0.00 0.25 0.35 -0.206
H 1.31 -1.91 -1.07 -0.029
H 0.36 0.20 1.43 0.129
H -2.22 -1.78 1.31 0.067
H -2.17 0.54 0.36 0.094
C 0.35 1.45 -0.34 -0.283
H 0.39 1.48 -1.52 0.146
```

The molar mass comes out at 114.13 g/mol. As for the HOMO energy (alpha / beta): -0.3186 / -0.3185 Eh. The spin multiplicity is 1. Its orbital gap (alpha / beta) is 8.98 / 8.98 eV.

***

## ii
The following is a quantum chemistry calculation of the molecule C6H11P, from OMol25.

```
18
Properties=species:S:1:pos:R:3:lowdin_charge:R:1
C 0.07 -1.17 1.76 -0.052
H 1.44 -0.16 -1.93 0.063
H 0.31 -1.70 -0.37 0.143
H -0.49 1.61 -1.90 0.100
H -2.27 -1.59 0.32 0.042
H -1.03 2.36 -0.36 0.052
H -0.70 -0.62 2.20 0.051
C -1.64 -0.78 -0.05 -0.463
C 0.30 0.57 -0.19 -0.412
P -2.39 0.51 -0.64 0.946
H 1.65 1.58 -1.49 0.059
H 0.78 0.96 0.71 0.121
C -0.17 -0.86 0.21 -0.366
C 1.55 0.55 -1.14 -0.080
H -0.08 -2.22 1.96 0.074
H 0.96 -0.91 2.22 0.047
C -0.80 1.40 -0.81 -0.430
H 2.51 0.48 -0.50 0.104
```

The molar mass comes out at 114.13 g/mol. As for the HOMO energy: -0.3336 Eh. The spin multiplicity is 1. Its orbital gap is 9.97 eV. Its SMILES is C[C@H]1C=PC[C@@H]1C.

***

Which of them is most stable? Easy: ii.

***

## i
The following is a quantum chemistry calculation of the molecule C19H19N5S2, from OMol25.

```
45
Properties=species:S:1:pos:R:3:lowdin_charge:R:1
N 0.12 -1.54 0.86 0.005
N 0.17 -1.77 -0.45 -0.062
H -1.87 4.63 -2.79 0.101
C -0.40 -0.07 3.64 -0.202
C -0.24 -0.57 -3.41 -0.364
C -0.42 0.87 2.47 -0.048
H 1.41 -3.65 5.83 0.078
S 2.62 -1.82 0.31 1.011
C -1.32 0.08 4.67 -0.047
C -0.79 3.73 -4.43 -0.042
N -0.98 1.43 -2.96 0.001
H -2.02 -0.61 6.57 0.101
C 1.35 -1.94 -0.91 -0.970
H -1.02 1.75 2.70 0.076
C 0.46 2.55 -6.28 -0.040
C 1.61 -3.02 4.97 -0.042
H 1.43 2.07 -6.16 0.083
C 0.12 -2.00 -3.35 -0.381
C -0.23 2.60 -4.95 -0.205
H -2.01 2.50 -1.50 0.126
H -1.34 -0.12 -1.53 0.111
C -1.44 3.72 -3.18 -0.070
H 1.61 -3.64 4.07 0.085
C 0.59 -1.93 4.86 -0.212
C -0.34 -1.74 5.87 -0.053
N 0.12 0.20 -4.46 0.167
C 1.27 -1.52 1.44 -0.624
H -0.12 1.94 -6.97 0.087
H 2.43 -1.56 3.06 0.126
C -1.30 -0.74 5.77 -0.081
H 2.62 -2.60 5.08 0.083
H 0.59 3.54 -6.69 0.076
C -0.33 1.41 -4.20 -0.241
N 1.52 -1.28 2.74 0.058
H 0.59 1.18 2.22 0.086
H -0.59 -2.58 -2.76 0.079
C -1.53 2.57 -2.46 -0.048
C -0.92 0.17 -2.47 -0.012
H -0.32 -2.38 6.74 0.107
S 1.77 -2.25 -2.56 0.907
H -0.74 4.66 -4.98 0.108
C 0.54 -1.10 3.74 -0.166
H -2.06 0.87 4.60 0.109
H 0.24 -2.42 -4.35 0.079
H -0.84 0.36 1.60 0.061
```

The molar mass comes out at 381.53 g/mol. As for the HOMO energy: -0.2888 Eh. The spin multiplicity is 1. Its orbital gap is 8.30 eV. Its SMILES is Cc1cccc(C)c1Nc1nnc(SCc2cn3cccc(C)c3n2)s1.

***

## ii
The following is a quantum chemistry calculation of the molecule C19H19N5S2, from OMol25.

```
45
Properties=species:S:1:pos:R:3:lowdin_charge:R:1
C -4.49 -2.07 1.03 -0.045
C 4.22 2.82 0.29 -0.067
C 5.55 0.81 0.60 -0.202
C -3.26 2.01 -1.66 -0.042
N -0.50 -2.08 1.24 -0.050
H -5.32 3.06 -0.28 0.107
S -0.54 -2.03 -1.34 1.009
C 4.47 0.08 0.06 -0.238
H -6.32 -0.38 2.03 0.110
C 3.18 2.10 -0.22 -0.047
N -2.86 -0.69 -0.94 0.057
C -5.14 2.03 -0.01 -0.054
H -3.48 3.07 -1.71 0.078
H -3.43 1.58 -2.65 0.083
C 3.12 -1.40 -0.68 -0.365
C -1.82 -1.30 -0.34 -0.627
H 7.51 0.75 1.45 0.076
N 3.31 0.75 -0.34 0.000
C 0.19 -2.47 0.24 -0.946
C -5.70 0.10 1.29 -0.045
H 3.47 -3.45 -1.08 0.080
C 5.40 2.17 0.70 -0.039
C 6.77 0.07 1.02 -0.039
C 2.46 -0.20 -0.80 -0.019
H -5.37 -2.46 1.54 0.078
H 2.25 2.53 -0.55 0.126
H -3.62 -2.18 1.67 0.069
H 4.13 3.88 0.39 0.102
H 6.21 2.77 1.11 0.109
C 2.63 -2.76 -1.00 -0.398
C -4.12 1.34 -0.63 -0.212
C -4.69 -0.63 0.68 -0.202
N 4.35 -1.22 -0.15 0.170
H -4.31 -2.67 0.13 0.085
H -6.72 1.97 1.44 0.102
H -2.20 1.89 -1.42 0.081
H -2.74 -0.48 -1.92 0.127
N -1.62 -1.43 0.93 -0.001
C -3.89 0.01 -0.27 -0.166
H 2.02 -2.78 -1.90 0.053
C -5.93 1.42 0.95 -0.080
H 6.51 -0.69 1.75 0.086
H 1.49 0.04 -1.19 0.097
H 7.21 -0.44 0.16 0.086
S 1.62 -3.44 0.38 0.914
```

The molar mass comes out at 381.53 g/mol. As for the HOMO energy: -0.2961 Eh. The spin multiplicity is 1. Its orbital gap is 8.29 eV. Its SMILES is Cc1cccc(C)c1Nc1nnc(SCc2cn3cccc(C)c3n2)s1.

***

Which of them is most stable? Easy: i.